{"formula": "C30H43BrN2P2Ti", "method": "wB97M-V/def2-TZVPD", "elements": ["C", "C", "C", "C", "N", "C", "C", "C", "C", "C", "C", "C", "C", "C", "Ti", "P", "H", "H", "H", "H", "H", "H", "H", "H", "C", "C", "H", "H", "H", "H", "H", "C", "C", "H", "H", "H", "H", "H", "C", "C", "H", "H", "H", "H", "H", "Br", "P", "C", "C", "H", "H", "H", "H", "H", "C", "C", "H", "H", "H", "H", "H", "C", "C", "H", "H", "H", "H", "H", "C", "C", "C", "N", "C", "C", "H", "H", "H", "H", "H"], "xyz": [[-3.169921, -2.224285, 1.519665], [-2.985033, -1.417625, 0.380527], [-4.058813, -0.640916, -0.104742], [-5.256990, -0.667619, 0.619371], [-5.400358, -1.400237, 1.720023], [-4.414933, -2.179221, 2.156577], [-1.690074, -1.314970, -0.209791], [-0.793853, -1.693024, -1.063314], [-0.239364, -2.344135, -2.182155], [1.024121, -1.960940, -2.682155], [1.516006, -2.620208, -3.796563], [0.718144, -3.609564, -4.312652], [-0.533217, -4.026291, -3.860454], [-1.028729, -3.350378, -2.755770], [0.210008, -0.051041, -0.261654], [-0.749216, 1.218201, 1.726279], [-3.953032, -0.043384, -1.013726], [-2.357405, -2.855839, 1.885575], [-6.099879, -0.063206, 0.275062], [-4.578980, -2.795363, 3.043021], [-2.000053, -3.558885, -2.307152], [1.630171, -1.178120, -2.195618], [-1.096636, -4.818783, -4.322171], [2.479393, -2.379770, -4.236120], [0.340536, 2.552099, 2.422176], [-0.278931, 3.693096, 3.235372], [0.876568, 2.978138, 1.559897], [1.101917, 2.039041, 3.030223], [0.520586, 4.395447, 3.513535], [-1.023495, 4.263518, 2.666232], [-0.736951, 3.354055, 4.174496], [-2.372861, 2.075593, 1.417849], [-3.354876, 2.286788, 2.574675], [-2.872230, 1.469937, 0.645527], [-2.143378, 3.042641, 0.943617], [-4.247094, 2.802912, 2.188007], [-3.705156, 1.339496, 3.008004], [-2.952944, 2.919345, 3.379022], [-1.092257, 0.128895, 3.184143], [-1.147622, 0.738399, 4.589292], [-0.296635, -0.631677, 3.159484], [-2.024807, -0.411452, 2.966141], [-1.336152, -0.067709, 5.313252], [-0.202918, 1.214175, 4.879603], [-1.961773, 1.465091, 4.713960], [1.457349, -4.530029, -5.837576], [0.127445, 1.755457, -1.949922], [-0.443740, 3.405871, -1.418001], [0.044211, 4.574080, -2.276612], [-0.112235, 3.530702, -0.371404], [-1.545335, 3.378251, -1.385316], [-0.337319, 5.512104, -1.848991], [1.140676, 4.638190, -2.295289], [-0.328209, 4.512636, -3.309949], [1.839069, 1.892625, -2.588745], [1.963441, 2.293048, -4.060081], [2.324051, 0.915279, -2.424246], [2.376462, 2.603631, -1.940119], [3.029102, 2.321431, -4.325827], [1.476378, 1.568344, -4.726280], [1.549939, 3.292476, -4.255107], [-0.955815, 1.140593, -3.295516], [-1.519134, 2.202980, -4.241522], [-1.779890, 0.597181, -2.803396], [-0.390673, 0.380003, -3.857607], [-2.174872, 1.707063, -4.970784], [-2.120542, 2.949072, -3.706774], [-0.727691, 2.712653, -4.808860], [4.724415, -1.118523, 1.140825], [3.848196, -2.116838, 0.707735], [2.527724, -1.796488, 0.412728], [2.098474, -0.506627, 0.479226], [2.947007, 0.483724, 0.879386], [4.256724, 0.195841, 1.243204], [5.755240, -1.357680, 1.392227], [4.163678, -3.151004, 0.578511], [1.777307, -2.542028, 0.114437], [2.522207, 1.495821, 0.892745], [4.889724, 1.010166, 1.591390]], "forces_ev_per_angstrom": [[-0.21, 0.24, -0.24], [-0.82, 0.48, 1.05], [0.12, -0.31, 0.35], [0.74, -0.18, -0.39], [-0.53, 0.00, 0.30], [0.62, 0.02, -0.56], [2.85, -1.57, -3.23], [-3.12, 1.64, 3.13], [0.62, -0.25, -0.63], [-0.38, -0.30, 0.13], [-0.06, 0.69, 0.76], [0.25, -1.69, -1.99], [0.27, 0.83, 0.67], [0.35, 0.02, -0.22], [-0.49, 0.09, 0.89], [-0.97, 0.71, 1.22], [-0.04, -0.14, 0.35], [-0.29, 0.23, -0.05], [0.12, -0.26, 0.28], [-0.19, 0.27, -0.22], [0.26, -0.10, -0.23], [-0.34, -0.37, -0.24], [0.11, -0.10, -0.21], [-0.21, -0.10, 0.06], [0.30, -0.17, -0.21], [0.01, 0.23, 0.22], [-0.04, 0.00, 0.19], [-0.12, 0.06, -0.17], [-0.23, -0.18, -0.11], [0.15, -0.19, 0.10], [0.11, 0.05, -0.41], [0.06, -0.07, -0.47], [-0.23, 0.14, 0.19], [0.13, 0.22, 0.17], [0.02, -0.25, 0.11], [0.27, -0.18, 0.08], [0.18, 0.23, -0.11], [-0.08, -0.27, -0.31], [0.21, -0.32, -0.15], [-0.15, 0.01, 0.28], [-0.15, 0.06, 0.05], [0.22, 0.17, -0.02], [0.09, 0.21, -0.21], [-0.21, -0.10, -0.11], [0.32, -0.24, -0.12], [-0.35, 0.23, 0.47], [-0.09, 0.00, -0.14], [-0.02, 0.19, 0.06], [-0.13, 0.39, -0.07], [-0.09, -0.01, -0.39], [0.30, -0.08, -0.02], [0.17, -0.22, -0.15], [-0.31, -0.01, -0.01], [0.18, 0.00, 0.38], [0.13, 0.13, -0.11], [0.37, 0.15, -0.23], [-0.11, 0.27, -0.09], [-0.16, -0.15, -0.14], [-0.30, 0.00, -0.03], [0.10, 0.21, 0.20], [0.10, -0.37, 0.07], [-0.15, -0.04, -0.13], [-0.11, -0.04, -0.35], [0.22, 0.18, -0.13], [-0.08, 0.18, 0.22], [0.14, 0.21, 0.19], [0.17, -0.16, -0.16], [-0.28, -0.13, 0.23], [-0.44, 0.11, -0.12], [-0.23, -0.23, -0.09], [0.30, 0.81, 0.20], [0.89, -0.12, 0.35], [-0.13, -0.96, -0.15], [-0.19, 0.26, -0.07], [-0.21, 0.04, -0.05], [0.04, 0.28, 0.19], [0.48, 0.29, 0.09], [0.32, -0.41, 0.09], [-0.04, -0.28, -0.11]], "lowdin_charge": [-0.02, -0.25, -0.02, -0.11, 0.08, -0.11, -0.05, -0.16, -0.26, -0.05, -0.11, -0.63, -0.07, 0.02, 0.62, 0.93, 0.12, 0.13, 0.12, 0.12, 0.14, 0.08, 0.12, 0.11, -0.40, -0.12, 0.05, 0.08, 0.09, 0.08, 0.07, -0.37, -0.12, 0.05, 0.07, 0.09, 0.08, 0.06, -0.38, -0.13, 0.08, 0.06, 0.09, 0.07, 0.06, 0.78, 0.90, -0.38, -0.12, 0.06, 0.09, 0.09, 0.08, 0.07, -0.39, -0.12, 0.06, 0.09, 0.09, 0.08, 0.07, -0.37, -0.12, 0.07, 0.09, 0.09, 0.08, 0.07, 0.00, -0.01, -0.09, -0.09, -0.10, -0.01, 0.13, 0.13, 0.13, 0.11, 0.13], "total_charge": 2, "homo_energy_ev": [-13.88, -13.90], "e_above_lowest_ev": 0.000, "homo_lumo_gap_ha": [0.2812, 0.2490], "spin_multiplicity": 3, "s_squared": 2.01}

=====

{"formula": "C3H3CrO4", "method": "wB97M-V/def2-TZVPD", "elements": ["O", "C", "C", "O", "Cr", "H", "H", "H", "O", "C", "O"], "xyz": [[1.464117, 0.821886, -0.976558], [1.369615, -0.373950, -0.737911], [0.455289, -0.866865, 0.342590], [-0.194531, 0.190261, 0.951476], [0.550224, 2.025230, 0.539592], [1.905071, -1.116620, -1.356741], [1.068437, -1.476643, 1.037145], [-0.248604, -1.583834, -0.127325], [-1.642061, 1.800280, -0.193282], [-1.950946, 0.708952, 0.219730], [-2.776607, -0.128693, 0.301288]], "forces_ev_per_angstrom": [[0.66, -0.81, -0.43], [-0.33, 0.22, -0.35], [-0.26, 0.05, 0.12], [-0.55, -1.01, 0.32], [-0.03, 1.03, 0.23], [0.06, 0.17, 0.10], [-0.12, 0.13, -0.04], [0.14, 0.09, 0.05], [0.04, -0.43, 0.66], [-0.91, 0.42, -1.16], [1.30, 0.13, 0.50]], "lowdin_charge": [-0.04, -0.18, -0.28, -0.32, 0.68, 0.14, 0.14, 0.14, 0.04, -0.48, 0.17], "homo_energy_ev": [-6.59, -10.03], "e_above_lowest_ev": 0.098, "homo_lumo_gap_ha": [0.2286, 0.3619], "spin_multiplicity": 6, "s_squared": 8.75}

=====

{"formula": "C13H22Cl2I2NO2P", "method": "wB97M-V/def2-TZVPD", "elements": ["C", "C", "O", "N", "C", "P", "C", "Cl", "C", "C", "Cl", "C", "I", "C", "C", "I", "H", "H", "H", "H", "H", "H", "H", "H", "H", "H", "H", "H", "H", "H", "C", "C", "C", "O", "C", "H", "H", "H", "H", "H", "H", "H", "H"], "xyz": [[0.719482, -3.342404, 0.132003], [-0.639958, -3.668023, 0.708431], [-0.925895, -4.827562, 0.933644], [-1.546559, -2.617856, 1.062013], [-1.208700, -2.059926, 2.369572], [-1.877997, -1.370716, -0.210840], [-3.673680, -1.359747, 0.155788], [-4.242956, 0.063510, 0.944539], [-4.519475, -2.344921, -0.137339], [-5.977084, -2.296985, 0.175876], [-3.948603, -3.744024, -0.943120], [-1.995963, -0.049945, -1.633522], [-3.785110, 0.137835, -2.785061], [-0.976618, 0.695034, -2.029617], [-0.934224, 1.711575, -3.117847], [0.938085, 0.433107, -1.125039], [0.696152, -2.593654, -0.643966], [1.094960, -4.249681, -0.314167], [1.417908, -3.048418, 0.903280], [-1.710879, -1.117054, 2.524634], [-1.578319, -2.723259, 3.142936], [-0.136705, -1.954850, 2.522626], [-1.394356, -2.240178, -1.201577], [-1.133933, -0.434163, 0.529425], [-6.420038, -1.487524, -0.390091], [-6.119077, -2.156656, 1.233553], [-6.428043, -3.225817, -0.136706], [-1.823726, 2.319257, -3.122160], [-0.088671, 2.367054, -2.957761], [-0.770268, 1.231838, -4.072459], [5.120586, 4.080136, 1.141732], [4.213208, 4.162835, -0.083354], [4.158847, 2.706839, -0.522577], [4.285497, 1.920569, 0.664954], [4.690562, 2.753625, 1.754082], [5.008585, 4.917006, 1.828965], [6.166462, 4.031168, 0.830988], [3.218424, 4.505811, 0.210105], [4.585013, 4.825163, -0.863231], [4.989918, 2.461321, -1.193016], [3.224351, 2.444878, -1.017362], [3.837183, 2.885987, 2.427986], [5.491614, 2.258810, 2.303681]], "forces_ev_per_angstrom": [[-0.26, -0.41, -0.36], [-0.42, -1.05, 0.53], [0.13, 0.84, -0.13], [0.67, 0.37, -0.81], [-0.35, -0.80, 0.15], [-0.36, -0.21, 0.26], [0.53, -0.39, -0.28], [-0.01, 0.21, 0.07], [0.10, 0.54, 0.33], [0.37, -0.35, -0.49], [0.16, -0.23, -0.15], [-0.18, 0.12, 0.14], [0.29, -0.10, 0.18], [-0.19, -0.12, 0.11], [0.66, 0.15, 0.28], [-0.05, 0.02, 0.01], [-0.01, 0.43, -0.04], [0.19, -0.32, -0.06], [0.06, 0.28, 0.30], [-0.05, 0.44, -0.07], [-0.06, -0.16, 0.26], [0.25, 0.29, -0.03], [-0.10, -0.20, 0.06], [-0.20, 0.21, -0.08], [-0.27, 0.29, 0.04], [-0.20, 0.18, 0.39], [-0.26, -0.21, 0.02], [-0.43, 0.05, -0.17], [0.16, 0.24, -0.02], [-0.19, -0.13, -0.40], [0.07, -0.02, -0.05], [-0.08, 0.02, 0.07], [0.12, -0.05, -0.02], [0.00, 0.03, 0.00], [-0.11, 0.01, 0.01], [-0.02, 0.01, 0.01], [0.00, 0.00, 0.01], [0.00, 0.00, -0.01], [0.03, 0.00, -0.01], [-0.02, 0.04, -0.03], [0.00, 0.01, -0.02], [0.03, 0.03, 0.03], [-0.01, -0.05, -0.02]], "lowdin_charge": [-0.03, -0.54, 0.08, -0.29, -0.12, 0.72, -0.91, 0.67, -0.83, -0.12, 0.74, -0.86, 0.88, -0.87, -0.23, 0.98, 0.00, 0.08, 0.09, 0.06, 0.09, 0.08, 0.05, -0.01, 0.08, 0.08, 0.06, 0.04, 0.04, 0.08, -0.17, -0.17, -0.22, -0.16, -0.21, 0.11, 0.11, 0.11, 0.11, 0.12, 0.04, 0.12, 0.12], "homo_energy_ev": -8.67, "homo_lumo_gap_ha": 0.3194}

=====

{"formula": "C21H26N2O5", "method": "wB97M-V/def2-TZVPD", "elements": ["C", "O", "C", "C", "C", "C", "O", "N", "C", "C", "C", "C", "C", "C", "N", "C", "C", "C", "C", "C", "O", "C", "C", "O", "C", "C", "O", "C", "H", "H", "H", "H", "H", "H", "H", "H", "H", "H", "H", "H", "H", "H", "H", "H", "H", "H", "H", "H", "H", "H", "H", "H", "H", "H"], "xyz": [[-0.326811, 1.520567, -3.687548], [-1.298629, 0.587250, -3.282183], [-1.541491, 0.438822, -1.941322], [-0.787272, 1.074698, -0.961426], [-1.010621, 0.818799, 0.379643], [-0.143867, 1.490396, 1.398890], [-0.180464, 2.694215, 1.580917], [0.672216, 0.669263, 2.104597], [0.789395, -0.756370, 1.860623], [0.932604, -1.106638, 0.401162], [0.162458, -2.109813, -0.181525], [0.322416, -2.378559, -1.528759], [1.260865, -1.655457, -2.248653], [2.003722, -0.703501, -1.570356], [1.847154, -0.435485, -0.286909], [1.467221, 1.231408, 3.173988], [2.975121, 1.293772, 2.893002], [3.343613, 1.873830, 1.527511], [4.691476, 1.211430, 1.263611], [4.452750, -0.177122, 1.852502], [3.565131, -0.004700, 2.948269], [-2.053428, -0.008713, 0.772185], [-2.844801, -0.616017, -0.189658], [-3.893710, -1.442619, 0.079416], [-4.238549, -1.667314, 1.422905], [-2.583647, -0.417607, -1.559831], [-3.379296, -1.140022, -2.403289], [-3.707973, -0.615442, -3.671135], [0.671707, 1.237751, -3.339747], [-0.564047, 2.528788, -3.335191], [-0.347359, 1.504515, -4.776556], [0.013341, 1.744400, -1.226808], [-0.068727, -1.294574, 2.281573], [1.692615, -1.083053, 2.384220], [-0.558205, -2.656575, 0.405995], [-0.279442, -3.134735, -2.010135], [1.411898, -1.827567, -3.302717], [2.767479, -0.121881, -2.072893], [1.309778, 0.645790, 4.085501], [1.104466, 2.250436, 3.327228], [3.424755, 1.896612, 3.699519], [3.382034, 2.959797, 1.541294], [2.620609, 1.539102, 0.783468], [4.948061, 1.168434, 0.208399], [5.486340, 1.725297, 1.806759], [5.363109, -0.655360, 2.223951], [3.981186, -0.829576, 1.105783], [-2.245414, -0.154732, 1.822667], [-4.499550, -0.735892, 1.936012], [-3.433018, -2.168553, 1.971005], [-5.110433, -2.319066, 1.395739], [-3.991995, 0.437936, -3.608035], [-2.885228, -0.722596, -4.381523], [-4.562651, -1.200708, -4.010675]], "forces_ev_per_angstrom": [[0.17, 0.15, -0.08], [-0.30, -0.35, 0.38], [-0.07, -0.01, -0.02], [0.00, 0.06, 0.07], [-0.44, 0.21, -0.30], [-0.10, -0.06, -0.03], [-0.02, 0.25, -0.15], [0.18, -0.09, 0.19], [-0.12, -0.26, 0.05], [-0.01, -0.46, -0.14], [0.19, 0.03, 0.00], [0.10, 0.04, 0.04], [-0.03, -0.01, 0.03], [0.05, -0.11, -0.27], [0.14, 0.14, 0.31], [0.42, 0.18, 0.17], [-0.33, 0.46, 0.06], [0.02, -0.05, 0.17], [-0.13, -0.14, 0.16], [0.32, -0.21, -0.31], [-0.16, -0.03, 0.11], [-0.05, 0.05, 0.06], [-0.06, 0.01, -0.23], [0.22, 0.14, -0.32], [-0.05, -0.02, 0.23], [-0.24, -0.10, 0.01], [0.45, 0.02, 0.36], [-0.15, 0.04, -0.46], [-0.04, 0.03, 0.00], [0.01, -0.04, 0.01], [0.05, 0.04, 0.07], [0.09, 0.05, -0.08], [0.10, -0.03, -0.04], [-0.16, -0.01, -0.07], [-0.11, -0.01, 0.08], [-0.07, -0.06, -0.05], [0.03, 0.00, -0.10], [0.04, 0.00, -0.15], [-0.02, 0.06, 0.00], [0.07, -0.16, 0.09], [-0.10, -0.05, -0.10], [-0.02, 0.08, 0.02], [0.04, 0.09, 0.05], [0.06, 0.01, -0.08], [0.05, 0.01, -0.03], [-0.05, 0.03, -0.06], [0.10, 0.06, 0.10], [-0.04, -0.08, 0.13], [0.03, -0.03, -0.02], [-0.01, 0.04, -0.01], [0.06, 0.04, 0.06], [0.01, -0.03, 0.01], [-0.15, 0.02, 0.07], [0.02, 0.07, 0.00]], "lowdin_charge": [-0.07, -0.10, -0.18, 0.03, -0.15, -0.42, 0.08, -0.03, -0.07, -0.27, -0.02, -0.05, -0.06, -0.14, 0.12, -0.08, -0.30, -0.13, -0.15, -0.20, -0.12, 0.02, -0.19, -0.06, -0.08, -0.13, -0.05, -0.07, 0.08, 0.10, 0.10, 0.12, 0.13, 0.13, 0.12, 0.12, 0.11, 0.11, 0.14, 0.13, 0.15, 0.12, 0.09, 0.11, 0.11, 0.12, 0.10, 0.12, 0.10, 0.09, 0.10, 0.10, 0.09, 0.09], "homo_energy_ev": -8.05, "e_above_lowest_ev": 3.701, "homo_lumo_gap_ha": 0.3219}

=====

{"formula": "CH3ClFOP", "method": "wB97M-V/def2-TZVPD", "elements": ["C", "O", "P", "F", "Cl", "H", "H", "H"], "xyz": [[0.109825, -0.162571, -0.142463], [1.140147, -0.793545, -0.926910], [2.672049, -0.858201, -0.436788], [2.478357, -1.298929, 1.082805], [3.128949, 1.309381, 0.013772], [-0.771547, -0.377178, -0.874130], [0.232366, 0.911887, 0.007126], [-0.087230, -0.524057, 0.777324]], "forces_ev_per_angstrom": [[-2.05, 1.12, -5.00], [1.44, 0.34, 1.21], [-0.21, 1.36, 0.15], [0.00, 0.13, -0.18], [-0.46, -1.66, -0.32], [1.05, 0.79, 1.82], [0.41, -0.03, -0.60], [-0.19, -2.05, 2.92]], "lowdin_charge": [-0.14, -0.46, 0.66, -0.32, 0.04, 0.13, 0.06, 0.03], "homo_energy_ev": -10.58, "e_above_lowest_ev": 1.456, "homo_lumo_gap_ha": 0.4085}

=====

{"formula": "C2H6N2O", "method": "wB97M-V/def2-TZVPD", "elements": ["C", "C", "N", "N", "O", "H", "H", "H", "H", "H", "H"], "xyz": [[-0.699921, 1.561832, -0.872288], [-1.351544, 0.313097, -0.527652], [0.947420, -2.034552, 0.858126], [0.587908, -2.219475, 2.018296], [0.075184, 0.434330, -0.449111], [-0.730571, 1.794646, -1.923143], [-0.608959, 2.426119, -0.225089], [-1.744929, 0.128991, 0.464245], [-1.736062, -0.336971, -1.328405], [0.340098, -2.620131, 0.222956], [1.103401, -1.723533, 2.750565]], "forces_ev_per_angstrom": [[0.13, 0.12, 0.18], [0.18, -0.79, 0.81], [-1.10, -1.43, -3.36], [0.33, 0.61, 3.31], [-0.19, 0.28, -1.06], [0.49, 0.07, -0.37], [-0.36, -0.11, 0.17], [-0.46, 0.18, -0.10], [0.20, 0.36, 0.32], [1.19, 1.01, -0.09], [-0.40, -0.29, 0.19]], "lowdin_charge": [-0.17, -0.17, -0.06, -0.06, -0.12, 0.10, 0.11, 0.10, 0.11, 0.09, 0.06], "homo_energy_ev": [-6.81, -10.23], "e_above_lowest_ev": 0.619, "homo_lumo_gap_ha": [0.2943, 0.3451], "spin_multiplicity": 3, "s_squared": 2.01}